Record 1
Below is a structure of composition C78H79ClN8O5P2RbSSe, with properties calculated with ωB97M-V with the def2-TZVPD basis set.

total charge: -1

Structure (XYZ):
```
176
C78H79ClN8O5P2RbSSe ωB97M-V with the def2-TZVPD basis set
Rb -0.549 1.242 -0.942
Cl 2.477 4.322 -6.851
C 1.385 3.696 -5.651
C 0.374 4.526 -5.145
C -0.498 4.034 -4.226
C -0.440 2.683 -3.724
O -1.320 2.253 -2.954
C 0.671 1.891 -4.219
C 0.970 0.583 -3.740
O 0.491 -0.019 -2.782
C 1.528 2.416 -5.201
H 0.301 5.545 -5.499
H -1.287 4.661 -3.833
H 1.763 0.085 -4.337
H 2.331 1.786 -5.562
C -8.182 -1.170 -1.321
C -7.065 -0.235 -1.817
C -7.610 0.773 -2.844
C -6.510 0.530 -0.635
C -7.344 1.325 0.145
C -6.858 2.034 1.225
C -5.520 1.942 1.567
C -4.666 1.148 0.819
P -2.892 0.850 1.166
C -3.173 -0.787 1.956
C -2.464 -1.887 1.490
C -2.692 -3.144 2.026
C -3.624 -3.309 3.036
C -4.339 -2.215 3.502
C -4.121 -0.963 2.960
C -2.681 1.950 2.608
C -2.318 1.504 3.872
C -2.122 2.410 4.899
C -2.268 3.768 4.671
C -2.604 4.223 3.407
C -2.797 3.322 2.377
C -5.163 0.462 -0.298
O -4.241 -0.263 -0.989
C -4.643 -0.978 -2.080
C -3.649 -1.658 -2.791
C -4.015 -2.470 -3.857
C -5.334 -2.582 -4.243
C -6.299 -1.852 -3.576
C -5.977 -1.049 -2.489
P -1.848 -1.397 -2.442
C -1.435 -3.156 -2.099
C -0.103 -3.568 -2.144
C 0.232 -4.875 -1.838
C -0.737 -5.786 -1.454
C -2.052 -5.368 -1.346
C -2.395 -4.065 -1.658
C -1.430 -1.232 -4.224
C -1.963 -0.099 -4.835
C -1.649 0.208 -6.144
C -0.801 -0.616 -6.867
C -0.282 -1.752 -6.271
C -0.596 -2.063 -4.958
H -8.981 -0.603 -0.851
H -7.783 -1.870 -0.589
H -8.612 -1.739 -2.141
H -8.402 1.378 -2.412
H -8.001 0.262 -3.719
H -6.806 1.432 -3.164
H -8.394 1.399 -0.099
H -7.524 2.654 1.808
H -5.145 2.490 2.419
H -1.737 -1.753 0.698
H -2.144 -3.994 1.645
H -3.798 -4.288 3.460
H -5.073 -2.341 4.286
H -4.684 -0.111 3.316
H -2.186 0.446 4.054
H -1.858 2.049 5.884
H -2.109 4.472 5.474
H -2.694 5.284 3.223
H -3.036 3.674 1.382
H -3.247 -3.016 -4.387
H -5.608 -3.215 -5.075
H -7.323 -1.906 -3.915
H 0.669 -2.858 -2.413
H 1.260 -5.199 -1.898
H -0.468 -6.809 -1.224
H -2.818 -6.061 -1.026
H -3.426 -3.755 -1.565
H -2.593 0.562 -4.258
H -2.047 1.104 -6.598
H -0.542 -0.367 -7.886
H 0.386 -2.397 -6.826
H -0.176 -2.953 -4.513
C 2.274 -4.203 2.088
N 2.122 -3.427 0.888
C 1.081 -2.424 0.880
C 3.065 -3.340 -0.083
N 3.001 -2.361 -0.900
C 3.508 -2.280 -2.163
C 3.428 -3.380 -3.010
C 3.888 -3.351 -4.323
C 4.431 -2.202 -4.824
C 4.448 -1.027 -4.043
C 4.902 0.175 -4.622
C 4.874 1.343 -3.910
C 4.457 1.336 -2.584
C 4.041 0.170 -1.953
N 3.611 0.255 -0.654
C 4.274 0.796 0.296
N 5.679 0.851 0.387
C 6.313 2.144 0.495
C 6.444 -0.086 -0.395
N 3.619 1.312 1.371
C 4.167 1.341 2.701
C 2.187 1.464 1.308
C 3.991 -1.046 -2.695
N 4.092 -4.324 0.009
C 3.727 -5.686 -0.314
C 5.386 -3.966 -0.523
H 2.149 -3.558 2.960
H 3.262 -4.656 2.113
H 1.512 -4.989 2.143
H 0.424 -2.575 1.735
H 0.514 -2.497 -0.046
H 1.516 -1.424 0.921
H 2.983 -4.290 -2.637
H 3.820 -4.246 -4.929
H 4.840 -2.169 -5.826
H 5.240 0.159 -5.649
H 5.182 2.272 -4.368
H 4.441 2.260 -2.020
H 5.634 2.863 0.942
H 6.619 2.519 -0.489
H 7.207 2.064 1.118
H 5.887 -1.014 -0.477
H 7.387 -0.283 0.125
H 6.669 0.270 -1.408
H 5.203 1.014 2.688
H 3.591 0.676 3.359
H 4.111 2.357 3.109
H 1.886 1.520 0.262
H 1.889 2.388 1.807
H 1.670 0.620 1.784
H 2.717 -5.895 0.025
H 4.418 -6.375 0.177
H 3.783 -5.879 -1.394
H 5.590 -2.925 -0.288
H 5.466 -4.101 -1.610
H 6.145 -4.586 -0.037
C 1.392 1.903 5.754
N 1.803 0.620 6.254
C 2.598 0.426 7.353
C 2.802 -0.903 7.487
N 2.124 -1.526 6.474
C 2.088 -2.932 6.193
C 1.515 -0.584 5.710
Se 0.525 -0.937 4.237
H 0.927 2.484 6.550
H 0.677 1.768 4.943
H 2.254 2.457 5.377
H 2.944 1.247 7.945
H 3.366 -1.452 8.212
H 2.449 -3.488 7.056
H 2.710 -3.163 5.325
H 1.063 -3.228 5.960
O 0.610 9.288 5.249
C 0.894 7.956 5.416
O 1.364 7.600 6.480
C 0.614 7.077 4.295
C 1.013 5.729 4.388
C 0.803 4.849 3.367
C 0.177 5.254 2.167
S -0.058 4.170 0.891
C -0.240 6.603 2.080
C -0.028 7.480 3.107
H 0.272 9.444 4.358
H 1.497 5.414 5.302
H 1.110 3.815 3.457
H -0.721 6.935 1.169
H -0.377 8.504 2.988
```

Results of the Löwdin charge analysis, in e, for atoms 1 through 2:
1 Rb 0.7412
2 Cl 0.6040

Record 2
Below is a structure of composition C7F21KO21S7, with properties calculated with ωB97M-V with the def2-TZVPD basis set.

total charge: -6

Structure (XYZ):
```
57
C7F21KO21S7 ωB97M-V with the def2-TZVPD basis set
K 0.593 0.373 -0.686
C 6.116 0.806 3.574
F 7.313 0.513 3.043
F 5.119 -0.050 3.172
F 6.291 0.772 4.898
S 5.693 2.661 3.085
O 6.923 3.424 3.191
O 5.190 2.538 1.693
O 4.597 3.172 4.006
C -0.364 -0.963 6.771
F 0.829 -0.748 7.328
F -0.177 -0.614 5.514
F -0.771 -2.241 6.902
S -1.698 0.213 7.556
O -2.897 -0.440 6.997
O -1.535 -0.027 9.013
O -1.457 1.644 7.215
C -5.871 4.358 2.800
F -6.937 5.166 2.554
F -4.765 5.036 2.946
F -6.107 3.779 3.977
S -5.669 3.070 1.368
O -4.519 2.228 1.767
O -6.913 2.273 1.280
O -5.423 3.820 0.174
C -4.041 -5.434 -4.414
F -4.254 -5.673 -5.781
F -4.475 -6.502 -3.662
F -2.761 -5.333 -4.241
S -4.934 -3.878 -3.762
O -5.322 -3.084 -4.954
O -6.129 -4.319 -3.030
O -3.924 -3.099 -2.959
C 4.078 -1.640 -8.850
F 4.043 -2.968 -8.825
F 5.205 -1.100 -8.452
F 3.866 -1.340 -10.113
S 2.626 -0.916 -7.662
O 2.937 -1.419 -6.337
O 2.681 0.518 -7.789
O 1.328 -1.418 -8.095
C 2.515 -7.102 2.404
F 2.579 -6.360 3.517
F 3.385 -6.666 1.516
F 2.623 -8.426 2.619
S 0.785 -6.772 1.484
O 1.043 -5.429 0.899
O 0.867 -7.836 0.461
O -0.353 -6.868 2.457
C 0.248 8.296 -1.250
F 0.658 9.614 -1.549
F 1.013 7.688 -0.392
F -1.038 8.246 -0.871
S 0.277 7.252 -2.883
O -0.143 5.870 -2.483
O -0.628 8.006 -3.779
O 1.688 7.326 -3.361
```

Results of the Löwdin charge analysis, in e, for atoms 1 through 2:
1 K 0.9797
2 C -0.6095

no.,LUMO energy (eV),Kohn-Sham gap (eV)
1,1.6990,5.85
2,8.5089,7.08